No. 1
{
  "formula": "C4H13NOS",
  "method": "wB97M-V/def2-TZVPD",
  "e_lumo_ev": 0.530,
  "homo_ev": -8.96,
  "de_lowest_kj_mol": 38.37,
  "total_charge": 0,
  "spin_multiplicity": 1,
  "e_tot_ha": -688.37410,
  "symbols": ["S", "O", "N", "C", "C", "C", "C", "H", "H", "H", "H", "H", "H", "H", "H", "H", "H", "H", "H", "H"],
  "positions_angstrom": [[-0.364, 2.304, 0.857], [-0.773, -0.375, 5.695], [-0.995, -1.067, -1.044], [-0.676, 1.902, -0.868], [0.332, -0.438, -0.948], [0.282, 0.951, -1.570], [1.366, -1.307, -1.689], [1.297, 1.359, -1.638], [-0.125, 0.784, -2.569], [-0.681, 2.851, -1.402], [-0.823, -0.931, 6.475], [2.358, -0.890, -1.547], [0.724, -0.401, 0.078], [1.180, -1.346, -2.762], [1.320, -2.329, -1.287], [-0.859, -2.073, -1.010], [-1.677, 1.516, -0.974], [-0.134, -0.771, 5.098], [-1.589, -0.825, -0.251], [-0.162, 1.086, 1.357]],
  "forces_ev_per_a": [[0.24, 0.50, 0.27], [-0.18, 0.30, -0.10], [0.23, -0.17, 0.32], [0.04, -0.11, -0.51], [0.54, -0.37, -0.39], [0.03, -0.26, 0.34], [-0.57, 0.01, 0.19], [-0.18, 0.07, 0.02], [0.19, 0.18, -0.17], [0.07, 0.17, 0.18], [0.13, -0.15, -0.02], [0.17, -0.08, 0.10], [-0.29, 0.20, 0.08], [-0.17, -0.01, -0.05], [0.24, 0.20, -0.14], [-0.25, 0.09, 0.04], [-0.40, -0.19, 0.05], [0.06, -0.15, 0.12], [0.17, 0.00, -0.24], [-0.07, -0.22, -0.10]]
}

No. 2
{
  "formula": "C4H13NOS2",
  "method": "wB97M-V/def2-TZVPD",
  "e_lumo_ev": 0.442,
  "homo_ev": -8.77,
  "de_lowest_kj_mol": 101.48,
  "total_charge": 0,
  "spin_multiplicity": 1,
  "e_tot_ha": -1086.54264,
  "symbols": ["S", "S", "O", "N", "C", "C", "C", "C", "H", "H", "H", "H", "H", "H", "H", "H", "H", "H", "H", "H", "H"],
  "positions_angstrom": [[2.046, 0.209, 3.213], [0.473, 1.222, 2.482], [1.919, 1.080, -3.576], [-1.507, -0.229, -0.085], [-2.712, -0.995, 0.012], [0.904, 0.052, -0.007], [0.771, 1.380, 0.683], [-0.274, -0.944, 0.065], [0.035, 2.099, 0.299], [1.862, -1.072, 2.823], [-2.892, -1.497, 0.972], [1.035, 1.322, -3.286], [1.952, 0.207, -3.158], [-0.178, -1.426, 1.047], [-0.178, -1.626, -0.775], [-2.751, -1.774, -0.758], [1.234, 0.186, -1.029], [-3.623, -0.449, -0.204], [1.656, 2.013, 0.548], [1.815, -0.423, 0.385], [-1.587, 0.664, 0.350]],
  "forces_ev_per_a": [[0.95, -0.13, 0.14], [-0.92, 0.11, -0.36], [-0.35, -0.59, 0.50], [-0.75, -0.05, -0.98], [-0.61, -0.94, -0.20], [0.77, -0.71, -0.43], [0.56, 1.04, 0.34], [0.57, 1.59, 0.57], [-0.57, -0.64, 0.14], [-0.38, 0.15, -0.01], [0.25, 0.00, 0.15], [-0.20, 0.58, -0.22], [0.55, 0.01, -0.31], [-0.25, -0.53, -0.11], [0.04, -0.48, 0.25], [0.37, -0.12, 0.06], [-0.39, 0.46, -0.52], [0.07, 0.71, 0.07], [0.33, -0.56, 0.10], [-0.30, -0.10, 0.34], [0.27, 0.21, 0.50]]
}

No. 3
{
  "formula": "C4H13NOS2",
  "method": "wB97M-V/def2-TZVPD",
  "e_lumo_ev": 0.572,
  "homo_ev": -8.52,
  "de_lowest_kj_mol": 108.91,
  "total_charge": 0,
  "spin_multiplicity": 1,
  "e_tot_ha": -1086.53981,
  "symbols": ["S", "S", "O", "N", "C", "C", "C", "C", "H", "H", "H", "H", "H", "H", "H", "H", "H", "H", "H", "H", "H"],
  "positions_angstrom": [[-0.057, -1.460, 2.484], [-0.430, -2.034, 0.555], [3.400, 1.591, -1.043], [-1.530, 0.806, -1.506], [-1.178, 1.821, -2.496], [0.232, -0.613, -0.353], [0.104, 1.920, 0.152], [-0.656, 0.660, -0.332], [0.406, -0.965, -1.369], [-0.180, 2.129, 1.179], [3.021, 2.282, -1.604], [-1.672, 2.755, -2.251], [-0.100, 2.003, -2.558], [-1.215, -0.862, 2.822], [-0.160, 2.736, -0.502], [1.185, 1.798, 0.111], [3.988, 1.099, -1.626], [-1.586, 1.530, -3.466], [1.201, -0.370, 0.058], [-1.582, -0.112, -1.922], [-1.303, 0.451, 0.500]],
  "forces_ev_per_a": [[0.06, -0.08, 0.17], [-0.02, 0.07, -0.01], [-0.09, 0.13, -0.24], [0.42, 0.01, 0.06], [-0.18, -0.33, 0.15], [0.05, 0.58, -0.38], [-0.08, -0.53, -0.73], [0.11, -0.39, 0.92], [-0.03, -0.08, -0.17], [0.02, 0.21, -0.02], [0.11, -0.17, 0.16], [0.05, 0.29, 0.11], [-0.01, -0.03, -0.32], [-0.04, -0.02, -0.18], [-0.04, 0.57, 0.18], [0.01, -0.04, -0.03], [-0.02, 0.02, 0.06], [0.24, -0.08, 0.02], [0.35, -0.13, 0.17], [-0.18, 0.09, -0.27], [-0.73, -0.10, 0.36]]
}

No. 4
{
  "formula": "C4H13NOS2",
  "method": "wB97M-V/def2-TZVPD",
  "e_lumo_ev": [-4.389, -8.494],
  "homo_ev": [-13.22, -13.18],
  "s_squared": 0.75,
  "de_lowest_kj_mol": 93.98,
  "total_charge": 1,
  "spin_multiplicity": 2,
  "e_tot_ha": -1086.22013,
  "symbols": ["S", "S", "O", "N", "C", "C", "C", "C", "H", "H", "H", "H", "H", "H", "H", "H", "H", "H", "H", "H", "H"],
  "positions_angstrom": [[1.902, 1.312, 1.039], [1.393, -0.583, 1.488], [0.864, 0.790, -3.422], [-1.804, 0.316, -1.018], [-1.853, 0.367, 0.471], [-1.352, -0.948, 1.033], [-2.715, -0.772, -1.516], [0.064, -1.333, 0.548], [-1.860, -1.855, 0.710], [0.264, -2.376, 0.788], [-3.518, -0.387, -2.071], [-3.209, -1.186, -0.631], [2.570, 1.125, -0.121], [-1.100, 1.093, 0.782], [-2.866, 0.609, 0.748], [-2.253, 1.153, -1.345], [-2.173, -1.605, -1.954], [-1.499, -1.046, 2.109], [0.131, 0.851, -2.796], [0.192, -1.222, -0.527], [1.007, -0.155, -3.516]],
  "forces_ev_per_a": [[0.24, -0.41, 0.15], [-0.10, 0.54, 0.82], [-0.03, 0.00, 0.43], [-0.47, -0.76, -0.06], [1.09, -0.67, -1.46], [0.08, -0.65, 0.27], [0.98, -0.26, 2.26], [0.41, -0.09, -0.44], [-0.58, 0.19, -0.44], [-0.01, -0.18, 0.10], [-0.68, 0.41, -1.38], [-0.18, -0.20, -0.17], [-0.54, -0.06, -0.40], [-0.54, 0.57, 0.17], [-0.20, 0.11, 0.84], [0.27, 0.59, -0.08], [-0.04, 0.19, -0.51], [0.47, 0.44, 0.20], [-0.09, 0.02, -0.06], [-0.12, 0.30, -0.02], [0.05, -0.09, -0.21]]
}

No. 5
{
  "formula": "C4H13NS",
  "method": "wB97M-V/def2-TZVPD",
  "e_lumo_ev": [3.837, 3.596],
  "homo_ev": [-0.08, -2.89],
  "s_squared": 0.75,
  "de_lowest_kj_mol": 78.61,
  "total_charge": -1,
  "spin_multiplicity": 2,
  "e_tot_ha": -613.05308,
  "symbols": ["S", "N", "C", "C", "C", "C", "H", "H", "H", "H", "H", "H", "H", "H", "H", "H", "H", "H", "H"],
  "positions_angstrom": [[-1.501, 0.219, 0.999], [1.470, 1.583, -0.363], [1.868, 0.953, -1.644], [3.374, 1.002, -1.841], [-1.515, -1.574, 1.398], [-2.593, -2.335, 0.610], [-2.201, -3.151, -0.015], [3.971, 0.696, -0.985], [-1.680, -1.728, 2.464], [1.598, -0.094, -1.546], [3.669, 0.369, -2.688], [1.854, 2.567, -0.234], [1.781, 1.018, 0.446], [-0.518, -1.945, 1.159], [-3.265, -2.880, 1.282], [1.305, 1.361, -2.473], [-3.187, -1.654, 0.004], [0.442, 1.697, -0.277], [3.664, 2.020, -2.121]],
  "forces_ev_per_a": [[0.12, 0.13, 0.06], [-0.46, 0.88, 0.21], [0.64, -1.12, 0.44], [0.16, 0.69, -0.82], [0.07, 0.40, -0.49], [-0.10, -0.74, 0.21], [0.21, 0.37, -0.19], [-0.25, 0.00, 0.19], [0.06, 0.10, 0.08], [-0.41, -0.06, -0.02], [-0.17, -0.12, 0.04], [0.20, -0.20, -0.26], [-0.07, -0.01, -0.01], [-0.02, -0.29, 0.08], [-0.18, 0.25, 0.13], [0.00, 0.35, 0.03], [0.05, -0.04, -0.05], [-0.01, -0.59, 0.12], [0.13, -0.01, 0.25]]
}

No. 6
{
  "formula": "C4H13NS",
  "method": "wB97M-V/def2-TZVPD",
  "e_lumo_ev": 0.849,
  "homo_ev": -8.54,
  "de_lowest_kj_mol": 77.51,
  "total_charge": 0,
  "spin_multiplicity": 1,
  "e_tot_ha": -613.09949,
  "symbols": ["S", "N", "C", "C", "C", "C", "H", "H", "H", "H", "H", "H", "H", "H", "H", "H", "H", "H", "H"],
  "positions_angstrom": [[-0.775, -0.383, -1.195], [1.334, 1.977, 0.537], [2.461, 1.066, 0.509], [-1.591, -2.030, -1.685], [0.979, 2.452, 1.879], [-2.619, -2.436, -0.633], [-2.636, -3.526, -0.525], [1.579, 3.339, 2.106], [0.260, -0.554, -2.048], [2.631, 0.743, -0.527], [-2.315, -2.021, 0.328], [-2.031, -1.739, -2.622], [0.519, 1.572, 0.099], [3.387, 1.594, 0.761], [-3.640, -2.083, -0.781], [-0.024, 2.871, 1.730], [-0.781, -2.751, -1.777], [0.935, 1.706, 2.666], [2.327, 0.203, 1.179]],
  "forces_ev_per_a": [[0.03, -1.05, -0.36], [0.24, 0.09, 0.49], [0.10, 0.14, -0.51], [0.19, 1.49, 0.62], [-0.79, 1.05, -1.62], [0.27, -0.17, 0.42], [-0.12, 0.21, -0.06], [0.28, -0.45, 0.45], [-0.22, 0.24, 0.24], [-0.21, -0.24, 0.29], [0.05, -0.19, 0.14], [-0.17, -0.63, -0.49], [0.10, -0.20, 0.05], [-0.17, 0.00, 0.32], [0.15, 0.04, -0.42], [-0.02, -0.12, 0.46], [-0.21, 0.03, -0.13], [0.29, -0.21, 0.24], [0.19, -0.02, -0.15]]
}

No. 7
{
  "formula": "C4H13NS",
  "method": "wB97M-V/def2-TZVPD",
  "e_lumo_ev": 0.783,
  "homo_ev": -9.14,
  "de_lowest_kj_mol": 55.65,
  "total_charge": 0,
  "spin_multiplicity": 1,
  "e_tot_ha": -613.10782,
  "symbols": ["S", "N", "C", "C", "C", "C", "H", "H", "H", "H", "H", "H", "H", "H", "H", "H", "H", "H", "H"],
  "positions_angstrom": [[0.986, 0.396, 1.977], [-2.033, 0.027, -1.169], [0.939, -1.382, 1.527], [1.030, -1.694, 0.013], [-0.603, 1.210, -2.793], [-1.064, 1.115, -1.355], [0.450, -0.954, -0.539], [-0.320, 0.676, 1.895], [0.594, -2.675, -0.147], [-0.122, 0.271, -3.077], [-0.191, 0.960, -0.722], [-1.870, -0.403, -0.260], [1.805, -1.831, 2.004], [0.166, 1.936, -3.036], [-1.456, 2.099, -1.066], [-2.938, 0.442, -0.961], [-1.420, 1.300, -3.507], [2.044, -1.404, -0.248], [0.051, -1.734, 2.029]],
  "forces_ev_per_a": [[0.47, 0.01, -0.07], [-0.42, 0.21, 0.92], [-0.03, 0.42, -0.28], [-0.77, 1.73, 1.24], [0.31, -1.11, -0.82], [0.35, 0.87, -0.18], [-0.36, -0.30, 0.00], [-0.06, -0.17, -0.10], [0.79, -0.24, -0.50], [-0.07, -0.27, 0.11], [0.00, -0.04, 0.05], [0.43, -0.27, -0.21], [-0.03, 0.03, 0.32], [-0.13, 0.58, 0.41], [-0.15, -0.18, 0.15], [-0.16, 0.05, -0.61], [-0.19, 0.28, 0.14], [0.27, -1.08, -0.48], [-0.24, -0.52, -0.11]]
}

No. 8
{
  "formula": "C4H13NS",
  "method": "wB97M-V/def2-TZVPD",
  "e_lumo_ev": 0.959,
  "homo_ev": -8.43,
  "de_lowest_kj_mol": 70.41,
  "total_charge": 0,
  "spin_multiplicity": 1,
  "e_tot_ha": -613.10220,
  "symbols": ["S", "N", "C", "C", "C", "C", "H", "H", "H", "H", "H", "H", "H", "H", "H", "H", "H", "H", "H"],
  "positions_angstrom": [[-0.875, 0.888, -3.300], [2.040, -1.412, 1.416], [-1.210, 2.295, -2.214], [0.135, 0.076, 2.089], [-0.478, -0.396, -2.022], [0.572, -1.312, 1.678], [0.051, -1.856, 0.866], [-1.287, -0.470, -1.287], [-1.996, 2.908, -2.664], [0.351, 0.878, 1.400], [0.448, -1.965, 2.533], [0.410, 0.018, -1.502], [0.570, 0.433, 3.031], [2.509, -1.291, 2.310], [-0.447, -1.336, -2.587], [-1.707, 1.984, -1.233], [-0.949, 0.087, 2.215], [2.177, -2.396, 1.200], [-0.314, 2.868, -1.929]],
  "forces_ev_per_a": [[-0.26, -0.34, 0.69], [-0.44, -0.04, -0.29], [-0.83, -0.21, 1.62], [-0.68, 0.28, -0.05], [-0.33, 1.34, -0.25], [1.27, -0.87, 0.60], [0.01, 1.05, 0.09], [0.00, 0.09, -0.25], [0.51, 0.18, -0.24], [0.25, -0.01, -0.70], [-0.85, -0.15, 0.47], [-0.17, -1.16, -0.38], [0.05, -0.55, -0.03], [0.07, 0.16, -0.12], [0.72, 0.23, 0.46], [0.74, -0.03, -1.21], [-0.05, -0.01, 0.15], [0.35, 0.15, -0.16], [-0.35, -0.11, -0.39]]
}

No. 9
{
  "formula": "C4H13NS2",
  "method": "wB97M-V/def2-TZVPD",
  "e_lumo_ev": 0.433,
  "homo_ev": -8.62,
  "de_lowest_kj_mol": 50.89,
  "total_charge": 0,
  "spin_multiplicity": 1,
  "e_tot_ha": -1011.30349,
  "symbols": ["S", "S", "N", "C", "C", "C", "C", "H", "H", "H", "H", "H", "H", "H", "H", "H", "H", "H", "H", "H"],
  "positions_angstrom": [[0.971, -2.301, 0.092], [-0.843, -2.259, 1.111], [-1.216, 1.219, -0.072], [3.277, -0.785, 0.412], [1.819, -0.880, 0.856], [-1.079, 0.526, -1.368], [-2.476, 1.957, -0.020], [-0.171, -0.068, -1.418], [1.256, 0.030, 0.562], [-1.615, -2.345, 0.024], [-3.390, 1.345, -0.202], [3.856, -1.693, 0.725], [3.751, 0.122, 0.868], [-1.930, -0.179, -1.558], [1.744, -0.995, 1.963], [-1.213, 0.514, 0.679], [-2.446, 2.781, -0.757], [-2.588, 2.432, 0.958], [3.324, -0.706, -0.685], [-1.029, 1.281, -2.171]],
  "forces_ev_per_a": [[0.26, -0.23, 0.11], [0.26, -0.12, 0.06], [-0.18, -0.68, -0.16], [0.39, -0.29, 0.17], [-0.56, 0.68, 0.65], [-0.55, 0.05, 0.22], [-0.11, 0.35, -0.04], [0.16, 0.04, 0.17], [0.37, -0.40, 0.25], [-0.08, 0.19, -0.12], [0.46, 0.19, -0.05], [-0.46, 0.81, -0.26], [-0.41, -0.80, -0.42], [0.39, 0.53, -0.09], [0.08, 0.11, -0.79], [0.03, 0.42, -0.51], [-0.08, -0.45, 0.21], [0.05, -0.11, -0.04], [0.14, 0.04, 0.37], [-0.16, -0.32, 0.26]]
}

No. 10
{
  "formula": "C4H13O4",
  "method": "wB97M-V/def2-TZVPD",
  "e_lumo_ev": 3.958,
  "homo_ev": -4.09,
  "de_lowest_kj_mol": 89.22,
  "total_charge": -1,
  "spin_multiplicity": 1,
  "e_tot_ha": -461.17855,
  "symbols": ["O", "O", "O", "O", "C", "C", "C", "C", "H", "H", "H", "H", "H", "H", "H", "H", "H", "H", "H", "H", "H"],
  "positions_angstrom": [[-2.847, -0.050, 1.568], [-1.093, -0.875, -1.191], [-0.156, -0.088, 1.229], [0.182, -2.539, 2.096], [0.592, 1.024, 0.908], [0.511, 0.860, -1.595], [1.438, 0.726, -0.352], [-0.002, -0.453, -2.089], [0.705, -1.269, -1.981], [1.085, 1.423, -2.350], [-0.266, 1.590, -1.357], [2.301, 1.386, -0.487], [-0.764, -0.655, -0.278], [-2.615, 0.049, 0.644], [-0.538, -0.480, -3.040], [1.786, -0.302, -0.249], [-0.261, -1.831, 1.563], [1.243, 1.369, 1.740], [-0.076, 1.876, 0.652], [0.837, -1.943, 2.490], [-2.063, 0.181, 2.081]],
  "forces_ev_per_a": [[-1.33, 0.10, 0.54], [0.51, 0.32, -0.44], [0.00, 0.59, -0.04], [0.02, 0.39, -0.07], [0.01, -0.66, -0.01], [1.71, 0.97, -0.39], [-0.85, 0.50, -0.11], [-2.67, -0.93, 1.55], [0.69, 0.15, -0.62], [0.02, -0.52, -0.30], [-0.46, -0.49, 0.02], [0.01, 0.08, 0.21], [-0.04, -0.02, 0.34], [0.53, -0.04, 0.00], [0.68, 0.32, -0.35], [0.16, -0.02, -0.02], [0.29, -0.38, 0.28], [0.01, -0.07, -0.02], [0.24, 0.23, 0.14], [-0.12, -0.33, -0.01], [0.58, -0.20, -0.68]]
}

- What is the formula in the ninth record?
  C4H13NS2